{"formula": "C20H37BBrN6O3", "method": "wB97M-V/def2-TZVPD", "symbols": ["C", "N", "C", "B", "O", "C", "N", "Br", "C", "O", "O", "H", "H", "H", "H", "H", "H", "H", "H", "H", "C", "C", "C", "C", "N", "H", "H", "H", "H", "H", "H", "H", "C", "C", "C", "C", "N", "H", "H", "H", "H", "H", "H", "H", "C", "C", "C", "C", "N", "H", "H", "H", "H", "H", "H", "H", "C", "C", "C", "C", "N", "H", "H", "H", "H", "H", "H", "H"], "coordinates": [[5.4196, -4.4317, 4.1525], [4.5071, -4.2771, 2.9817], [4.7313, -2.8957, 2.4885], [3.1256, -4.5311, 3.4101], [2.8591, -5.8458, 3.9318], [1.8965, -3.5015, 3.4020], [0.8436, -3.9509, 2.4387], [0.1918, -2.4208, 1.5369], [1.3705, -3.4473, 4.9025], [0.1989, -3.0883, 5.0799], [2.2083, -3.7379, 5.8318], [6.4760, -4.1761, 3.8603], [5.3994, -5.4501, 4.5945], [5.1214, -3.6843, 4.9344], [5.7876, -2.7776, 2.1493], [4.4770, -2.1895, 3.3315], [3.9849, -2.6879, 1.6837], [3.0180, -6.4394, 3.1765], [2.1475, -2.4503, 3.1454], [0.0711, -4.4155, 2.9172], [0.1203, 1.4011, 3.3957], [-0.7772, 2.5212, 2.8760], [-2.1672, 2.0305, 2.4674], [-2.0552, 1.0260, 1.3799], [-1.9688, 0.2449, 0.5461], [0.3092, 0.6468, 2.6291], [1.0885, 1.8022, 3.7007], [-0.3288, 0.9055, 4.2596], [-0.2895, 2.9995, 2.0219], [-0.8836, 3.2825, 3.6517], [-2.7717, 2.8690, 2.1157], [-2.6805, 1.5758, 3.3172], [-1.3025, 2.3543, -5.0006], [-1.0948, 1.0949, -4.1654], [-0.9395, 1.3854, -2.6716], [0.2432, 2.2527, -2.4413], [1.1562, 2.9227, -2.2635], [-0.4414, 3.0244, -4.9402], [-1.4378, 2.0947, -6.0526], [-2.1889, 2.9022, -4.6693], [-0.2090, 0.5685, -4.5333], [-1.9471, 0.4292, -4.3085], [-0.8080, 0.4532, -2.1200], [-1.8294, 1.8845, -2.2824], [-0.5697, 5.2708, -1.0030], [-1.3853, 6.5516, -0.8800], [-1.0009, 7.3878, 0.3437], [-1.2288, 6.6087, 1.5871], [-1.4046, 6.0057, 2.5453], [-0.7347, 4.6073, -0.1511], [-0.8556, 4.7225, -1.9000], [0.4983, 5.4889, -1.0664], [-2.4468, 6.2931, -0.8316], [-1.2424, 7.1539, -1.7808], [-1.6027, 8.2977, 0.3809], [0.0503, 7.6790, 0.2961], [-1.2667, -3.6082, -5.3624], [-2.0470, -4.1666, -4.1772], [-3.4971, -3.6760, -4.1342], [-3.5316, -2.1977, -4.0151], [-3.5582, -1.0570, -3.9183], [-1.1888, -2.5199, -5.3153], [-0.2507, -4.0060, -5.3688], [-1.7434, -3.8784, -6.3086], [-1.5359, -3.8882, -3.2524], [-2.0430, -5.2579, -4.2301], [-4.0164, -4.1116, -3.2790], [-4.0300, -3.9718, -5.0404]], "atomic_forces_ev_per_a": [[0.4675, 0.1037, 0.2037], [0.0182, 0.9206, 0.8805], [-0.9569, -0.0673, 0.2206], [-0.2199, -0.8801, 0.7992], [0.0279, 0.7062, -1.4757], [-0.0368, -0.1690, 0.6743], [0.8995, 0.1605, -0.3328], [-0.5617, -0.3901, 0.0078], [0.8272, -0.0310, 1.6443], [-0.3421, -0.1320, -0.5984], [-0.2989, 0.4164, -2.0683], [-0.8818, -0.3711, 0.0787], [-0.1416, 0.6937, -0.4039], [0.2537, -0.6781, -0.3400], [-0.8477, 0.0543, 0.1526], [0.6188, -0.2535, -0.8117], [0.8848, -0.0694, 0.3710], [0.1734, 0.0317, 0.5828], [0.0820, -0.7693, 0.2273], [-0.0066, 0.7554, 0.1778], [-0.0176, 0.0260, -0.0313], [0.4158, -0.0833, 0.2248], [0.2844, -0.2013, -0.4042], [-0.3491, 0.5381, 0.6904], [0.0815, -0.1123, -0.3511], [-0.0675, -0.0349, 0.0731], [-0.0493, -0.0108, 0.0239], [0.0618, -0.0554, -0.0600], [-0.1341, 0.0612, 0.0107], [-0.1321, 0.0471, -0.1337], [-0.0420, -0.0974, -0.0498], [0.0220, -0.0778, -0.0814], [0.0644, -0.0063, -0.0404], [-0.0803, 0.0910, -0.3887], [0.5250, 0.1226, -0.2405], [-0.7052, -0.5926, 0.1766], [0.2623, 0.1417, -0.0748], [-0.0397, 0.0073, 0.0557], [-0.0482, 0.0280, 0.0378], [0.0267, -0.0112, -0.0234], [0.0012, -0.0057, 0.1144], [0.1490, 0.0907, 0.1634], [-0.0187, 0.1444, 0.1548], [0.0734, -0.0118, 0.0704], [-0.0881, 0.0927, -0.0004], [0.0280, -0.2663, -0.1770], [-0.2825, -0.3955, 0.2413], [0.2399, 0.6764, -0.5950], [-0.1066, -0.1833, 0.2080], [0.0490, 0.0417, 0.0048], [0.0802, 0.0575, 0.0199], [-0.0366, -0.1094, -0.0279], [0.0135, 0.1406, 0.0448], [-0.0278, 0.0877, 0.0976], [0.0514, -0.0220, 0.1468], [-0.0242, -0.0551, 0.0746], [0.0392, -0.0230, -0.0132], [0.3091, -0.0151, -0.1157], [0.2808, 0.4244, 0.1521], [-0.2833, -0.9163, -0.0380], [-0.1072, 0.2109, -0.0021], [-0.0618, -0.0280, -0.0021], [-0.0504, 0.0015, -0.0226], [0.0307, 0.0331, 0.0148], [-0.1263, -0.0467, 0.0170], [-0.1064, 0.0382, 0.0721], [-0.0513, 0.1272, -0.0256], [-0.0118, 0.1001, 0.0194]], "orbital_gap_ev": 6.538, "charge": -1, "homo_energy_ev": -4.4, "lumo_ha": 0.0771}

=====

{"formula": "C5H12O2", "method": "wB97M-V/def2-TZVPD", "symbols": ["C", "C", "C", "C", "H", "H", "H", "H", "H", "H", "H", "H", "C", "O", "H", "H", "O", "H", "H"], "coordinates": [[0.8060, -1.0764, -0.8593], [-0.1985, -0.2085, -0.6704], [-1.4925, -0.5408, -0.0019], [-2.4164, 0.6310, 0.3085], [1.3650, -1.0307, -1.7845], [0.9538, -1.9514, -0.2297], [-0.1999, 0.7279, -1.2312], [-1.9647, -1.1575, -0.7795], [-1.3491, -1.2126, 0.8549], [-3.4341, 0.2721, 0.4916], [-2.0832, 1.2129, 1.1696], [-2.4544, 1.3138, -0.5487], [2.6762, 0.0816, -0.3115], [2.7048, 0.1383, 0.9071], [2.2608, 0.8838, -0.9463], [3.2436, -0.6888, -0.8541], [0.3230, 1.1603, 1.3023], [-0.0122, 0.5300, 1.9511], [1.2719, 0.9150, 1.2322]], "atomic_forces_ev_per_a": [[-0.7141, -0.3174, -0.3279], [-0.1139, -0.4215, -0.5908], [-0.0609, -0.0829, 0.0034], [-0.0463, 0.0607, 0.0253], [0.3154, 0.1594, 0.2192], [-0.3274, -0.1026, -0.2894], [-0.0993, -0.2662, -0.1668], [-0.2101, -0.0199, 0.2364], [0.0264, 0.1294, -0.0818], [0.1349, 0.0762, 0.0214], [-0.0610, -0.0831, -0.1200], [-0.0175, -0.0961, 0.1261], [0.7605, 0.3073, 0.2784], [0.2580, 0.0085, -0.3850], [0.1059, 0.0038, 0.2400], [0.0798, 0.0563, 0.0796], [0.1005, 0.2480, 0.5212], [-0.0069, 0.1673, 0.0010], [-0.1239, 0.1727, 0.2096]], "orbital_gap_ev": 9.464, "charge": 0, "homo_energy_ev": -8.9, "relative_energy_kcal_mol": 70.11, "lumo_ha": 0.0193, "smiles": "C=CCC.C=O.O"}

=====

{"formula": "C2H7NO3S", "method": "wB97M-V/def2-TZVPD", "symbols": ["N", "C", "C", "S", "O", "O", "O", "H", "H", "H", "H", "H", "H", "H"], "coordinates": [[-1.8361, 0.7770, 0.0365], [-1.2438, -0.5571, 0.2204], [0.0666, -0.6571, -0.5528], [1.3788, 0.1808, 0.3101], [1.6834, -0.5521, 1.5370], [1.1108, 1.6127, 0.3647], [2.6041, -0.0234, -0.7337], [-2.7415, 0.8506, 0.5299], [-1.2293, 1.4821, 0.4306], [-1.0759, -0.8197, 1.2710], [-1.9560, -1.2729, -0.2303], [0.3935, -1.6894, -0.6551], [-0.0429, -0.2058, -1.5251], [2.8883, 0.8743, -1.0033]], "atomic_forces_ev_per_a": [[-0.6152, -0.1681, 0.3768], [-0.6209, 0.2699, -0.2084], [-0.0307, -0.1748, 0.4318], [0.5422, 0.1276, 1.3284], [-0.4288, 1.0846, -1.9846], [0.2751, -1.3449, -0.0581], [-0.4188, 0.5158, 0.4485], [0.7904, -0.1649, -0.4162], [0.0839, 0.1576, 0.0455], [-0.0219, -0.1674, -0.0795], [0.4437, 0.1260, 0.3183], [0.0717, -0.0470, 0.0303], [0.0713, 0.2391, -0.3440], [-0.1420, -0.4535, 0.1112]], "orbital_gap_ev": 10.373, "charge": 0, "homo_energy_ev": -9.8, "relative_energy_kcal_mol": 0.00, "lumo_ha": 0.0216, "smiles": "NCCS(=O)(=O)O"}